1.
Entry from the OMol25 dataset: a cluster of 12 separate species, C4H22BO19 in total in a non-equilibrium geometry (the ωB97M-V functional and the def2-TZVPD basis).

Geometry as XYZ:
```
46
C4H22BO19, DFT the ωB97M-V functional and the def2-TZVPD basis
O 16.503 -14.571 18.799
C 15.845 -15.588 18.826
O 16.360 -16.802 19.056
B 15.475 -17.821 18.492
O 14.163 -17.157 18.452
C 14.305 -15.816 18.636
O 13.482 -14.893 18.447
O 15.563 -18.949 19.356
C 16.042 -20.018 18.773
O 16.257 -21.127 19.308
C 16.312 -19.596 17.288
O 15.969 -18.293 17.176
O 16.792 -20.293 16.419
O 12.646 -17.007 14.567
H 12.192 -17.838 14.424
H 12.188 -16.609 15.307
O 20.627 -22.766 17.813
H 21.093 -21.943 17.669
H 19.850 -22.703 17.258
O 10.520 -13.476 15.021
H 10.916 -13.484 14.150
H 11.025 -12.825 15.508
O 18.642 -15.945 15.128
H 17.792 -16.165 14.745
H 18.447 -15.254 15.762
O 9.736 -13.528 20.835
H 10.431 -13.764 20.220
H 10.163 -12.954 21.471
O 17.053 -24.531 14.640
H 17.119 -23.817 14.007
H 16.273 -24.325 15.154
O 11.905 -19.823 20.133
H 12.481 -19.155 19.761
H 11.063 -19.382 20.240
O 19.771 -11.955 19.987
H 18.939 -12.399 19.825
H 19.964 -12.135 20.907
O 18.890 -20.474 12.636
H 18.489 -20.548 13.502
H 18.690 -21.307 12.208
O 16.336 -22.916 23.146
H 16.348 -22.659 22.224
H 15.913 -22.184 23.594
O 17.282 -19.050 23.150
H 18.231 -19.011 23.271
H 17.167 -19.294 22.232
```

Values from the calculation:
Max |F| in hartree/bohr: 0.08375
Relative energy (zero: lowest compared OMol25 entry of this formula, charge and spin) in kJ/mol: 218.2
Total charge: -1
Electronic energy in eV: -44091.6547

2.
Entry from the OMol25 dataset: a cluster of 6 separate species, C4H22N2O5S2 in total in a non-equilibrium geometry (the ωB97M-V functional and the def2-TZVPD basis).

Geometry as XYZ:
```
35
C4H22N2O5S2, DFT the ωB97M-V functional and the def2-TZVPD basis
N 0.874 -0.993 2.011
C 2.175 -0.983 1.397
C 2.538 -2.108 0.462
S 1.712 -2.262 -1.195
S 0.016 -3.320 -1.102
C -1.481 -2.273 -0.696
C -1.378 -0.927 -1.408
N -1.742 0.232 -0.557
H 0.470 -1.859 2.346
H 0.144 -0.475 1.556
H 2.274 -0.034 0.891
H 2.966 -0.854 2.148
H 3.430 -1.759 -0.012
H 2.479 -3.097 0.904
H -1.532 -2.100 0.367
H -2.273 -2.922 -1.051
H -2.067 -0.961 -2.258
H -0.474 -0.541 -1.877
H -2.564 -0.023 -0.039
H -1.089 0.444 0.181
O -1.861 0.024 2.327
H -1.183 0.710 2.159
H -1.721 -0.284 3.217
O 1.886 1.691 -0.469
H 2.680 2.171 -0.658
H 1.276 1.903 -1.221
O 0.388 1.825 -2.727
H 0.751 2.679 -2.956
H -0.591 2.038 -2.728
O -0.157 2.282 2.059
H 0.280 2.417 2.912
H 0.592 2.182 1.443
O -2.207 2.580 -2.209
H -2.283 2.950 -1.300
H -2.332 1.648 -1.916
```

Values from the calculation:
Max |F| in hartree/bohr: 0.04728
Relative energy (zero: lowest compared OMol25 entry of this formula, charge and spin) in kJ/mol: 10.6
Total charge: 0
SMILES: NCCSSCCN.O.O.O.O.O
Electronic energy in eV: -39393.0335

3.
Entry from the OMol25 dataset: a cluster of 7 separate species, C4H22O7 in total in a non-equilibrium geometry (the ωB97M-V functional and the def2-TZVPD basis).

Geometry as XYZ:
```
33
C4H22O7, DFT the ωB97M-V functional and the def2-TZVPD basis
C -0.867 2.944 -1.629
O -1.034 3.130 -0.215
H -0.576 1.893 -1.963
H -1.756 3.323 -2.067
H -0.099 3.685 -1.884
H -0.256 3.642 0.131
C -1.569 -0.621 -1.727
O -0.217 -0.151 -1.618
H -2.045 -0.871 -0.790
H -2.140 0.189 -2.148
H -1.621 -1.515 -2.343
H 0.423 -0.640 -0.973
C 2.122 -2.851 -1.370
O 1.250 -2.162 -0.389
H 2.986 -3.419 -0.950
H 1.477 -3.427 -2.062
H 2.588 -2.093 -1.979
H 1.706 -2.318 0.426
C -1.664 -1.444 2.094
O -0.800 -0.830 3.085
H -2.584 -0.908 2.127
H -1.172 -1.209 1.134
H -1.753 -2.526 2.236
H -0.758 0.103 2.879
O -0.193 1.784 2.016
H -0.842 2.112 1.391
H 0.657 1.877 1.550
O 1.769 -0.927 2.228
H 0.989 -1.112 2.826
H 1.511 -0.172 1.661
O 1.495 1.690 -0.222
H 2.183 1.605 -0.820
H 0.791 1.218 -0.637
```

Values from the calculation:
Max |F| in hartree/bohr: 0.05615
Relative energy (zero: lowest compared OMol25 entry of this formula, charge and spin) in kJ/mol: 252.8
Total charge: 0
SMILES: CO.CO.CO.CO.O.O.O
Electronic energy in eV: -18835.5857

4.
Entry from the OMol25 dataset: a cluster of 6 separate species, C4H23N2O5 in total in a non-equilibrium geometry (the ωB97M-V functional and the def2-TZVPD basis).

Geometry as XYZ:
```
34
C4H23N2O5, DFT the ωB97M-V functional and the def2-TZVPD basis
C -0.492 2.296 -0.319
N -0.823 1.787 0.953
C -0.999 1.317 -1.661
N -0.642 -0.089 -1.363
C -0.926 -0.994 -2.520
C 0.263 -0.649 -3.573
H -0.986 3.243 -0.596
H 0.715 2.057 -0.534
H -1.569 2.183 1.618
H 0.135 1.686 1.594
H -2.063 1.413 -1.827
H -0.384 1.681 -2.511
H 0.429 0.012 -1.213
H -1.122 -0.424 -0.411
H -2.007 -0.889 -2.877
H -1.008 -2.066 -2.273
H 1.145 -1.233 -3.332
H -0.030 -0.800 -4.620
H 0.689 0.311 -3.719
H 1.116 0.421 4.291
H -0.455 0.958 4.254
O 0.401 0.870 3.838
H 4.194 -1.256 1.874
H 2.961 -2.069 2.078
O 3.303 -1.315 1.893
H 0.391 -0.829 1.752
H -1.278 -1.062 1.558
O -0.308 -1.371 1.229
H 3.030 -0.250 -1.032
H 2.485 -0.316 0.301
O 2.335 0.182 -0.571
H -2.775 -1.221 3.185
H -2.943 -2.317 2.349
O -2.785 -1.268 2.185
```

Values from the calculation:
Max |F| in hartree/bohr: 0.16917
Relative energy (zero: lowest compared OMol25 entry of this formula, charge and spin) in kJ/mol: 438.7
Total charge: +1
Electronic energy in eV: -17729.8400

5.
Entry from the OMol25 dataset: a cluster of 9 separate species, C4H23O11 in total in a non-equilibrium geometry (the ωB97M-V functional and the def2-TZVPD basis).

Geometry as XYZ:
```
38
C4H23O11, DFT the ωB97M-V functional and the def2-TZVPD basis
O -0.325 1.236 1.608
C -0.584 0.606 0.485
O -1.421 -0.278 0.353
C 0.059 1.283 -0.845
C 1.536 0.942 -0.686
C 2.181 0.786 -1.947
O 2.777 1.966 -2.524
H -0.178 0.808 -1.832
H -0.356 2.374 -0.775
H 1.989 1.799 -0.175
H 1.495 0.101 0.011
H 3.017 0.060 -2.064
H 1.590 0.596 -2.906
H 3.327 2.361 -1.784
H -2.456 0.462 -2.382
H -2.825 0.048 -1.067
O -3.215 0.190 -1.946
H 1.154 1.739 1.946
H 2.447 1.318 1.820
O 2.107 2.081 2.191
H 1.574 -1.877 2.284
H 0.976 -1.483 3.605
O 1.710 -1.699 3.181
H -1.495 2.612 2.365
H -1.996 3.224 0.948
O -2.009 3.334 1.881
H -1.599 -1.093 2.026
H -0.955 -0.137 2.876
O -0.982 -1.094 2.899
H 1.207 -3.031 -2.232
H 1.035 -2.655 -0.783
O 1.628 -3.161 -1.343
H -1.510 -2.829 0.100
H -0.589 -3.908 0.754
O -1.137 -3.759 0.046
H -2.423 -1.242 -2.775
H -0.995 -0.791 -3.590
O -1.830 -1.337 -3.646
```

Values from the calculation:
Max |F| in hartree/bohr: 0.13115
Relative energy (zero: lowest compared OMol25 entry of this formula, charge and spin) in kJ/mol: 285.1
Total charge: -1
Electronic energy in eV: -27044.1179

Computed frontier orbital gap (eV) in order:
10.07 8.75 10.60 9.47 9.68
Computed HOMO level (eV) in order:
-7.89 -8.42 -10.09 -12.01 -7.04